Formula: C27H60BrN3
Source: OMol25
Level of theory: ωB97M-V with the def2-TZVPD basis set

The geometry in ORCA input format:
```
! RIJCOSX wB97M-V def2-TZVPD def2/J DEFGRID3
* xyz 1 2
C 3.12311 -0.46196 1.97725
C 2.27613 -1.09569 0.85356
C 1.92062 -0.13669 -0.30578
C 0.75274 -0.54498 -1.23412
N 0.24349 0.55030 -2.17561
C -0.88518 -0.06003 -3.15529
C -2.04523 0.93483 -3.24715
C -1.97894 1.61780 -1.90497
C -0.42971 1.69811 -1.47456
C 1.37916 1.08365 -3.08687
H 3.31058 -1.05547 2.87206
H 2.55866 0.41645 2.29016
H 3.98084 0.09266 1.59673
H 1.36695 -1.40124 1.37136
H 2.80412 -1.98029 0.49747
H 2.77596 -0.19261 -0.97911
H 2.05073 0.90591 -0.01565
H -0.07214 -0.98552 -0.67413
H 1.04252 -1.34784 -1.91202
H -0.39811 -0.56023 -3.99234
H -1.34054 -0.94041 -2.70177
H -1.87989 1.56188 -4.12325
H -3.00704 0.43670 -3.36916
H -2.47757 2.58180 -2.00583
H -2.48731 1.03646 -1.13575
H 0.00952 2.59504 -1.91122
H -0.27029 1.63181 -0.39832
H 0.96166 1.72016 -3.86705
H 1.82793 0.21874 -3.57536
H 2.12404 1.63995 -2.51785
C 1.23346 -7.13504 3.97031
C 0.87644 -7.84877 2.63715
C 1.11715 -6.94015 1.38360
C 0.26107 -5.64281 1.34851
N -0.12949 -5.02112 -0.02160
C -0.99557 -3.72584 0.15883
C -1.68693 -3.55744 -1.14576
C -2.12764 -4.98390 -1.50730
C -1.11197 -5.94471 -0.88441
C 1.11468 -4.77000 -0.85084
H 2.07469 -6.44947 3.86834
H 1.38155 -7.89198 4.74051
H 0.37149 -6.56390 4.31514
H -0.02055 -8.46420 2.70617
H 1.52778 -8.72136 2.68635
H 0.90052 -7.56217 0.51511
H 2.18271 -6.71161 1.36264
H 0.83409 -4.85639 1.83969
H -0.71613 -5.79929 1.80535
H -0.51617 -2.79604 0.46500
H -1.75837 -3.96495 0.89983
H -1.09559 -2.97478 -1.85210
H -2.60050 -2.97030 -1.05221
H -2.34637 -5.14988 -2.56214
H -3.12755 -5.16684 -1.11385
H -0.47998 -6.49515 -1.58135
H -1.50910 -6.72586 -0.23618
H 0.77266 -4.40448 -1.81909
H 1.60983 -5.71198 -1.08662
H 1.76927 -4.07949 -0.31903
C 0.36791 3.23136 3.71831
C -0.47837 2.93873 2.46484
C -1.12435 4.07885 1.62104
C -0.04907 5.04704 1.11130
N -0.63811 6.13575 0.21678
C -1.34421 5.62219 -1.06489
C -0.71657 6.27606 -2.27868
C 0.70523 6.72594 -1.82272
C 0.55527 7.02111 -0.29745
C -1.66281 7.01215 1.02036
H 0.50502 2.27533 4.22361
H -0.12921 3.90127 4.41987
H 1.33699 3.65259 3.45086
H -1.22929 2.23700 2.82786
H 0.13866 2.37364 1.76624
H -1.87992 4.52265 2.26931
H -1.68955 3.74735 0.74998
H 0.54844 4.42648 0.44348
H 0.40826 5.71986 1.83675
H -2.43140 5.68808 -1.02268
H -1.22662 4.55690 -1.26348
H -1.35211 7.12210 -2.54021
H -0.73657 5.71250 -3.21148
H 1.19876 7.46651 -2.45207
H 1.39295 5.88351 -1.89672
H 0.35130 8.04204 0.02537
H 1.44581 6.66213 0.21846
H -1.04984 7.54957 1.74394
H -2.35228 6.26215 1.40795
H -2.13872 7.64268 0.26934
Br -1.76794 -0.46294 1.67930
*
```

Output
* electronic energy: -3802.5723 Eh
* energy relative to the best compared isomer or geometry (same formula, charge and spin): 0.0 kcal/mol
* frontier orbital gap (spin up / spin down): 2.36 / 7.49 eV
* LUMO level (spin up / spin down): -1.91 / -2.00 eV
* F_max: 2.58 eV/Å
* HOMO energy (spin up / spin down): -0.157 / -0.349 Ha

***

Formula: C26H24F7N3O2PtSeTe
Source: OMol25
Level of theory: ωB97M-V with the def2-TZVPD basis set

The geometry in ORCA input format:
```
! RIJCOSX wB97M-V def2-TZVPD def2/J DEFGRID3
* xyz 0 5
Pt -0.70544 0.09231 1.27117
C -0.84945 3.86472 3.34982
C -1.18594 3.01025 2.16447
O -1.59577 1.83906 2.31558
N -1.00887 3.66851 0.98069
C -0.59987 3.04668 -0.26086
C -1.62987 2.03229 -0.74376
C -2.44869 2.44450 -1.79563
C -3.52533 1.69580 -2.22319
C -3.64100 0.39710 -1.74074
C -2.68602 -0.07545 -0.83576
N -1.84282 0.80658 -0.18566
H -0.81136 3.23975 4.26952
H -1.59385 4.61536 3.54929
H 0.08973 4.38326 3.32280
H -0.73859 4.69614 1.15035
H 0.37730 2.52124 -0.06195
H -0.49690 3.78033 -1.05148
H -2.31661 3.46945 -2.16643
H -4.22470 2.10097 -2.96857
H -4.43119 -0.25752 -2.05164
H -2.71012 -1.13184 -0.59501
C -0.43749 -0.12497 4.74099
C 0.86682 -0.35938 3.93121
O 0.73890 -0.54840 2.61551
C 1.91309 0.82411 4.10790
F 3.10584 0.58866 3.55618
F 1.40376 2.04600 3.58331
F 2.09154 1.12174 5.42686
C 1.57383 -1.77586 4.43342
F 2.09069 -1.73330 5.65311
F 2.60444 -2.10108 3.59950
F 0.56705 -2.71933 4.42919
H -0.88773 0.90487 4.57798
H -0.27275 -0.28088 5.85468
H -1.24405 -0.81909 4.40445
Te 2.68474 1.22100 -3.38762
C 1.62842 0.53687 -5.06604
C 1.75036 -0.70931 -5.71757
C 0.83082 -1.24671 -6.57184
C -0.25967 -0.43951 -6.94619
C -0.42003 0.78696 -6.33888
C 0.53809 1.32111 -5.45229
H 2.53712 -1.44286 -5.39743
H 1.07557 -2.25857 -6.85942
H -0.95557 -0.82441 -7.70141
H -1.29774 1.38297 -6.46578
H 0.40799 2.33414 -5.01201
F -0.32171 -6.88413 0.74133
C -0.23085 -5.50209 0.71353
C -1.02315 -4.81232 -0.20158
C -0.87303 -3.43407 -0.30225
C -0.04745 -2.79365 0.59580
C 0.33771 -1.38745 0.31867
C 0.66285 -3.49989 1.57944
C 0.58123 -4.92643 1.68036
H -1.74296 -5.32532 -0.83456
H -1.36627 -2.82913 -1.12436
H 0.08625 -1.20590 -0.76124
H 1.40519 -1.11776 0.38353
H 1.13409 -2.92312 2.37908
H 1.13920 -5.51489 2.37641
Se 5.86261 2.27490 0.44134
C 5.32394 2.00260 -1.26160
N 5.01368 1.95439 -2.41471
*
```

Output
* electronic energy: -4807.4843 Eh
* energy relative to the best compared isomer or geometry (same formula, charge and spin): 48.8 kcal/mol
* frontier orbital gap (spin up / spin down): 5.15 / 4.15 eV
* LUMO level (spin up / spin down): 0.16 / -3.60 eV
* F_max: 3.55 eV/Å
* HOMO energy (spin up / spin down): -0.183 / -0.285 Ha

***

Formula: C4H6NdO3
Source: OMol25
Level of theory: ωB97M-V with the def2-TZVPD basis set

The geometry in ORCA input format:
```
! RIJCOSX wB97M-V def2-TZVPD def2/J DEFGRID3
* xyz 2 5
H 4.20351 0.17283 1.40620
C 4.68272 -0.44507 -0.25110
H 4.77349 -0.50149 -1.34457
H 5.09705 -1.32035 0.27203
C 3.92625 0.47786 0.32939
O -0.99524 -0.27640 -1.23130
C -1.50999 0.79339 -0.78589
O -0.80234 1.59798 -0.11147
Nd 1.32062 0.09274 -0.37633
O -2.78049 1.01076 -1.02115
C -3.34672 2.25029 -0.58437
H -3.29356 2.32676 0.50767
H -2.81852 3.09211 -1.04638
H -4.38957 2.23134 -0.91120
*
```

Output
* electronic energy: -942.3326 Eh
* energy relative to the best compared isomer or geometry (same formula, charge and spin): 37.7 kcal/mol
* frontier orbital gap (spin up / spin down): 5.97 / 5.97 eV
* LUMO level (spin up / spin down): -12.06 / -12.07 eV
* F_max: 4.71 eV/Å
* HOMO energy (spin up / spin down): -0.663 / -0.663 Ha

***

Formula: C5H8N2
Source: OMol25
Level of theory: ωB97M-V with the def2-TZVPD basis set

The geometry in ORCA input format:
```
! RIJCOSX wB97M-V def2-TZVPD def2/J DEFGRID3
* xyz 0 1
C 2.36789 -0.53019 0.11105
C 1.00462 -0.19451 0.38492
C -0.09620 -0.81548 -0.32641
C -1.21997 0.09491 -0.23186
N -2.47313 -0.16221 -0.79016
C -0.80782 1.20263 0.43392
N 0.54156 0.99479 0.82895
H 3.14722 0.16415 0.41270
H 2.62326 -1.58532 0.06677
H 1.16631 -0.39294 -0.93512
H -0.14286 -1.86955 -0.57033
H -3.21760 0.39119 -0.38896
H -2.72600 -1.14093 -0.78795
H -1.33697 2.09458 0.73251
H 1.16969 1.74889 1.05999
*
```

Output
* electronic energy: -304.6822 Eh
* energy relative to the best compared isomer or geometry (same formula, charge and spin): 96.2 kcal/mol
* frontier orbital gap: 7.33 eV
* LUMO level: 1.00 eV
* F_max: 0.28 eV/Å
* HOMO energy: -0.232 Ha

***

Formula: C37H26AlCl6O5P2S2
Source: OMol25
Level of theory: ωB97M-V with the def2-TZVPD basis set

The geometry in ORCA input format:
```
! RIJCOSX wB97M-V def2-TZVPD def2/J DEFGRID3
* xyz -1 1
Al -0.80841 2.08511 1.41148
Cl -7.48267 2.48853 -1.17473
C -5.83810 2.14065 -0.70908
C -4.80150 2.81576 -1.32652
C -3.50231 2.52190 -0.95180
Cl -2.18359 3.35427 -1.71109
C -3.19805 1.56867 0.02295
O -1.95618 1.25630 0.33385
C -4.28577 0.92849 0.63066
Cl -3.96365 -0.19971 1.89729
C -5.59442 1.19923 0.27486
H -4.99368 3.55715 -2.08779
H -6.40664 0.68875 0.77115
Cl 3.79208 7.94923 0.00460
C 2.72074 6.60281 0.29111
C 2.54295 5.65069 -0.69543
C 1.69161 4.58877 -0.44723
Cl 1.46935 3.38815 -1.67731
C 0.99532 4.43452 0.76152
O 0.20952 3.41981 0.96205
C 1.21540 5.42691 1.72965
Cl 0.42264 5.28565 3.25225
C 2.06464 6.49761 1.50375
H 3.05606 5.72355 -1.64249
H 2.20592 7.23542 2.27936
O -0.23145 2.54148 4.88413
S -1.09387 1.73237 4.06335
O -0.25351 1.17426 2.86167
O -1.77188 0.64269 4.71245
S -2.38688 2.89331 2.97899
C 0.16505 -1.40821 0.76688
P 0.76156 0.26690 0.23694
C 0.89316 0.15474 -1.58047
C -0.30865 0.14461 -2.28867
C -0.30743 0.05182 -3.67179
C 0.89267 0.00152 -4.36536
C 2.09214 0.05799 -3.66967
C 2.09329 0.13649 -2.28506
C 2.48129 0.27512 0.84494
C 2.88576 1.39057 1.57398
C 4.17792 1.47702 2.07463
C 5.07830 0.44807 1.85280
C 4.68356 -0.67456 1.13569
C 3.39381 -0.75931 0.63835
P -1.19198 -2.23661 -0.18191
C -1.48189 -3.63347 0.98584
C -0.49765 -4.57360 1.28898
C -0.75122 -5.59944 2.18317
C -1.99892 -5.70332 2.78696
C -2.98699 -4.78042 2.48634
C -2.72922 -3.75322 1.58658
C -0.30433 -3.18934 -1.47608
C -1.11246 -3.95511 -2.32043
C -0.56422 -4.70236 -3.34753
C 0.80914 -4.68687 -3.56344
C 1.62055 -3.92810 -2.73699
C 1.06577 -3.19117 -1.69758
H -0.27782 -1.22682 1.75287
H 1.01011 -2.08660 0.91230
H -1.24735 0.21397 -1.75271
H -1.24792 0.03121 -4.20735
H 0.89356 -0.06473 -5.44584
H 3.03276 0.04324 -4.20572
H 3.03452 0.18855 -1.75365
H 2.17959 2.18626 1.77016
H 4.47076 2.34729 2.64645
H 6.08550 0.51271 2.24493
H 5.38015 -1.48645 0.96858
H 3.10206 -1.64652 0.08912
H 0.47508 -4.50819 0.81363
H 0.02417 -6.32047 2.40980
H -2.19660 -6.50316 3.48901
H -3.96090 -4.85314 2.95280
H -3.50325 -3.03604 1.35047
H -2.18624 -3.95942 -2.16749
H -1.20826 -5.29093 -3.98858
H 1.24020 -5.26030 -4.37400
H 2.69078 -3.90008 -2.89958
H 1.71642 -2.60248 -1.06593
*
```

Output
* electronic energy: -6284.8020 Eh
* energy relative to the best compared isomer or geometry (same formula, charge and spin): 0.0 kcal/mol
* frontier orbital gap: 7.91 eV
* LUMO level: 2.25 eV
* F_max: 0.45 eV/Å
* HOMO energy: -0.208 Ha

***

Formula: C5H10O
Source: OMol25
Level of theory: ωB97M-V with the def2-TZVPD basis set

The geometry in ORCA input format:
```
! RIJCOSX wB97M-V def2-TZVPD def2/J DEFGRID3
* xyz 0 1
C 1.45632 -0.99688 1.23175
C 1.31851 -0.51009 -0.21416
C 0.00016 -0.54401 -0.96052
C -1.02545 0.29499 -0.80975
C -1.33182 1.15193 0.38298
O -1.98393 0.35584 -1.79828
H 2.52412 -1.03079 1.48128
H 0.98165 -0.32510 1.95530
H 1.04548 -2.00009 1.37559
H 1.69119 0.52164 -0.25777
H 2.01701 -1.09512 -0.82109
H -0.03728 -1.16673 -1.85256
H -2.34390 0.89844 0.72398
H -1.32357 2.22398 0.14660
H -0.64348 0.97026 1.20961
H -2.34501 1.25175 -1.79295
*
```

Output
* electronic energy: -271.7188 Eh
* energy relative to the best compared isomer or geometry (same formula, charge and spin): 21.2 kcal/mol
* frontier orbital gap: 9.35 eV
* LUMO level: 0.94 eV
* SMILES: CC/C=C(\C)O
* F_max: 0.44 eV/Å
* HOMO energy: -0.309 Ha

***

Formula: C17H20CdF6N2O
Source: OMol25
Level of theory: ωB97M-V with the def2-TZVPD basis set

The geometry in ORCA input format:
```
! RIJCOSX wB97M-V def2-TZVPD def2/J DEFGRID3
* xyz 0 1
C -1.70102 0.65178 4.92416
C -1.16293 -0.75925 4.86818
H -0.97955 1.40049 4.59702
H -2.03017 0.92118 5.93470
H -2.56352 0.74326 4.24678
H -0.57341 -0.90131 3.95248
H -0.54669 -1.01258 5.73856
H -1.99054 -1.47134 4.83523
C -0.36191 2.65624 -1.55416
C 0.20447 3.44062 -2.55385
C 0.61264 2.81256 -3.73415
C 0.48188 1.42776 -3.85682
H -0.62893 3.09441 -0.59017
H 0.30955 4.51429 -2.39818
H 1.04884 3.39421 -4.53874
H 0.86671 0.88041 -4.72535
N -0.57563 1.34388 -1.71814
C -0.15225 0.70180 -2.84042
C -0.29051 -0.78341 -2.83601
N -0.71973 -1.32810 -1.67229
C -0.72313 -2.65177 -1.49208
C -0.05623 -3.00943 -3.76127
C -0.43845 -3.54530 -2.52828
H -0.94688 -3.02652 -0.49283
H -0.52258 -4.61391 -2.35715
C 0.08551 -1.62536 -3.90768
H 0.48076 -1.17990 -4.82361
H 0.14993 -3.67156 -4.60037
Cd -1.57341 0.08618 -0.04487
C -3.79276 -0.04971 -0.33347
H -4.14429 -1.07861 -0.49271
H -4.13525 0.55561 -1.18623
H -4.28209 0.32342 0.57445
C 1.97139 0.01394 2.80404
C 1.67749 0.12795 1.32914
O 0.35550 0.18273 1.09486
C 2.42238 1.45386 0.81219
F 3.66960 1.59423 1.35478
F 2.56947 1.48836 -0.53942
F 1.71033 2.54653 1.17201
C 2.38042 -1.09004 0.61448
F 3.69790 -1.20487 0.98527
F 1.77166 -2.24947 1.00356
F 2.34819 -1.05745 -0.74409
H 1.57080 0.90220 3.31487
H 3.04742 -0.06972 2.97865
H 1.45905 -0.87830 3.18690
*
```

Output
* electronic energy: -1611.4902 Eh
* energy relative to the best compared isomer or geometry (same formula, charge and spin): 0.0 kcal/mol
* frontier orbital gap: 7.87 eV
* LUMO level: -0.70 eV
* F_max: 1.43 eV/Å
* HOMO energy: -0.315 Ha

***

Formula: C4H5NOS2
Source: OMol25
Level of theory: ωB97M-V with the def2-TZVPD basis set

The geometry in ORCA input format:
```
! RIJCOSX wB97M-V def2-TZVPD def2/J DEFGRID3
* xyz 0 1
C 0.91312 1.69831 -0.00918
C 0.09144 0.67338 0.24903
S -1.59000 1.01047 0.66216
C -2.46161 -0.32137 -0.03861
S -4.07987 -0.42493 -0.01064
C 0.61179 -0.73279 0.40797
N 1.73247 -1.03930 -0.31782
O 0.06869 -1.53412 1.11962
H 0.55941 2.70945 -0.08862
H 1.94127 1.50947 -0.14473
H -1.84253 -1.07522 -0.48899
H 1.98003 -0.47820 -1.10690
H 2.07580 -1.99516 -0.23330
*
```

Output
* electronic energy: -1081.7665 Eh
* energy relative to the best compared isomer or geometry (same formula, charge and spin): 16.8 kcal/mol
* frontier orbital gap: 8.54 eV
* LUMO level: -0.19 eV
* SMILES: C=C(SC=S)C(N)=O
* F_max: 1.35 eV/Å
* HOMO energy: -0.321 Ha

***

electronic energy of number 6 (C5H10O)? -271.7188 Eh